Formula: C8H8NO
Source: the OMol25 dataset
Level of theory: the ωB97M-V functional and the def2-TZVPD basis

Output
Net charge: -1
Highest occupied orbital energy: -1.76 eV
Energy relative to the best compared isomer or geometry (same formula, charge and spin): 0.0 kcal per mole
Orbital gap: 5.306 eV

```
18
Properties=species:S:1:pos:R:3:forces:R:3
H -3.064808 -0.326567 2.070973 0.72 0.06 -0.61
C -0.439981 1.229492 0.384793 -1.45 -2.19 0.19
C -0.143655 0.128654 -0.512133 0.18 -0.11 -0.02
H 2.050414 -1.107567 0.600947 0.24 0.22 -0.38
C -2.234375 -0.199211 1.338754 0.22 0.22 -0.04
H 3.304922 0.581348 -1.507991 -0.76 -0.21 0.29
H -0.559520 -1.935283 -1.230655 -0.22 0.84 0.75
H 0.170258 2.150875 0.309829 -0.52 -0.71 0.18
N 2.594048 -1.061288 -0.273901 -0.06 0.34 -0.55
C -1.938193 -1.296183 0.446653 1.75 1.55 -0.85
H 2.407939 1.062780 0.039727 0.37 -0.16 -0.87
H -1.728015 1.904268 2.042243 -0.17 -0.89 -0.39
C 1.066104 0.347353 -1.505608 1.01 0.71 0.76
C -1.523670 1.060873 1.353606 1.34 -1.28 -2.12
H -2.471261 -2.271581 0.466308 0.26 1.00 0.23
C -0.853667 -1.130412 -0.519001 -0.97 1.53 1.69
C 2.479227 0.302859 -0.809407 -1.60 -0.38 1.29
O 0.884234 0.559591 -2.695139 -0.34 -0.54 0.45
```
Forces are in eV/Å.


Formula: C8H8NO6Ti
Source: the OMol25 dataset
Level of theory: the ωB97M-V functional and the def2-TZVPD basis

Output
Net charge: +3
Highest occupied orbital energy (alpha / beta): -21.92 / -21.92 eV
Orbital gap (alpha / beta): 6.179 / 6.293 eV

```
24
Properties=species:S:1:pos:R:3:forces:R:3
Ti 0.208819 0.613074 1.134998 2.60 -2.75 4.56
C 4.293672 0.879350 2.018276 0.32 0.36 0.01
C 0.043936 2.329596 2.550323 -0.44 5.89 3.01
O -1.132892 -0.795384 1.357097 2.21 1.88 -2.78
C 2.777088 -1.006202 1.823609 3.55 -0.78 1.43
H 5.831417 -0.880060 2.959228 -0.10 -0.36 0.00
C -2.821733 -1.972647 -1.924742 -2.56 0.11 -1.68
H 5.060773 -2.326691 2.213356 0.09 0.27 0.13
C 4.898962 -1.431906 2.829120 0.81 -0.86 0.35
H 3.621045 1.511362 2.610517 0.13 -0.21 0.01
H 2.589461 -2.076457 1.943364 -0.12 0.18 -0.06
H 4.255068 1.188276 0.967033 0.04 -0.20 0.17
C -0.952006 -0.771439 0.034725 -2.35 0.22 0.98
H -0.518136 -1.577630 -0.546144 0.37 -0.21 -0.31
O -2.113263 0.759244 -1.500514 3.94 0.46 3.57
O -3.766614 -1.969292 -2.564141 2.52 -0.16 1.68
O 1.854111 -0.228857 1.396237 -3.27 2.49 -1.31
C -1.334489 0.440860 -0.652416 -5.53 -2.89 -4.68
N 3.959636 -0.540207 2.166029 -2.85 -0.31 -0.67
H 5.312420 0.986981 2.391496 -0.21 0.28 -0.13
H 4.514933 -1.752645 3.809740 0.08 0.27 -0.28
C 0.321565 2.020857 -0.367855 1.09 5.91 -5.44
O 0.438633 2.873578 -1.155798 -0.62 -4.49 4.14
O -0.014623 3.329374 3.128158 0.30 -5.08 -2.67
```
Forces are in eV/Å.


Formula: C8H8O
Source: the OMol25 dataset
Level of theory: the ωB97M-V functional and the def2-TZVPD basis

Output
Net charge: 0
SMILES: C=C1C=C[C@H]2O[C@H]2C1=C
Highest occupied orbital energy: -8.76 eV
Energy relative to the best compared isomer or geometry (same formula, charge and spin): 65.3 kcal per mole
Orbital gap: 9.234 eV

```
17
Properties=species:S:1:pos:R:3:forces:R:3
C 2.039571 0.091529 -0.154696 -1.50 0.62 1.22
C 1.158371 -1.029961 0.243430 0.43 1.15 0.73
H 1.451186 -2.016908 0.038347 0.55 -1.20 -0.32
H 3.014756 -0.161027 -0.562022 -0.32 0.67 -0.59
C -0.974195 -1.781484 -0.510222 -3.39 2.11 -0.50
C -0.330798 -0.830084 0.139321 2.79 -1.28 0.32
H 1.748355 2.319313 -0.895800 -0.28 -1.81 1.11
C -0.817487 0.465985 0.432675 -2.93 3.10 -1.47
C -2.111130 0.645813 0.765927 -1.31 -1.62 0.67
H -2.740103 -0.329557 1.050214 1.33 2.52 -0.48
H -2.009767 -1.574370 -0.933537 1.37 -0.37 0.82
H -0.572003 -2.692752 -0.744529 1.15 -2.10 -0.48
O 2.028142 -0.383868 1.234404 -1.52 0.07 -1.13
H -2.635036 1.636455 0.713021 0.66 -1.13 0.24
H -0.427737 2.617227 -0.240174 -0.62 0.12 -0.26
C -0.062702 1.610940 -0.197792 1.06 -2.14 2.30
C 1.240578 1.412742 -0.378570 2.52 1.28 -2.19
```
Forces are in eV/Å.


Formula: C8H8O2SSi
Source: the OMol25 dataset
Level of theory: the ωB97M-V functional and the def2-TZVPD basis

Output
Net charge: 0
Highest occupied orbital energy (alpha / beta): -8.42 / -8.91 eV
Energy relative to the best compared isomer or geometry (same formula, charge and spin): 109.8 kcal per mole
Orbital gap (alpha / beta): 8.394 / 7.080 eV

```
20
Properties=species:S:1:pos:R:3:forces:R:3
C -0.372348 -0.207572 2.167297 -0.07 -0.09 -0.59
H 1.023224 4.920124 -0.383544 0.32 -0.03 -0.17
C 0.081220 5.042834 0.104200 0.01 -0.04 0.01
C 0.652542 -2.140424 -2.825184 -0.19 0.04 0.01
S 2.145394 -2.779694 -2.148562 -0.48 0.27 1.02
C -1.566715 -0.206988 -0.902343 -0.66 0.92 0.92
H -0.184994 -2.670858 0.122828 -0.15 0.03 0.16
H -0.639375 5.726213 -0.287008 -0.25 0.24 -0.14
O -2.565667 0.457875 -0.857079 0.48 -0.45 -0.18
H -0.146414 4.468381 0.975570 -0.08 -0.18 0.30
O -1.323356 -1.048314 -1.949678 -0.38 -0.34 -0.79
H 0.519772 -2.088199 -3.886577 -0.24 0.18 -0.24
H 0.155753 -0.875540 4.096971 -0.06 0.07 0.24
C -0.160127 -1.752155 -1.836273 0.61 -0.12 -0.15
C 0.409945 -1.967231 -0.473540 0.07 0.33 -0.01
H -1.096107 0.502240 2.533756 -0.21 0.19 0.10
C 1.764856 -2.529098 -0.527237 0.57 -0.24 -0.20
C 0.320236 -0.942926 3.035321 0.00 0.02 -0.26
H 1.075129 -1.638968 2.711658 0.20 -0.22 -0.09
Si -0.092968 -0.269699 0.329424 0.52 -0.57 0.05
```
Forces are in eV/Å.